# 1
Computed, not measured: a 2-piece molecular cluster, C3H2ClN overall at a distorted geometry, with the ωB97M-V functional and the def2-TZVPD basis.

Atoms and positions in Å:
N1 1.44347 1.61336 -0.53645
C1 1.14477 1.32193 0.52911
Cl1 0.45939 0.84667 1.93942
C2 -0.75109 -0.94214 -1.07637
C3 -0.78672 -0.98491 0.10493
H1 -0.53080 -0.80922 -2.13244
H2 -0.97903 -1.04569 1.17181

Summary:
- SMILES string = N#CCl.C#C
- highest occupied orbital energy (hartree) = -0.3973
- LUMO level (eV) = 0.35
- largest force on an atom (Eh/bohr) = 0.0519
- E (hartree) = -630.33593

# 2
Computed, not measured: a 2-piece molecular cluster, C3H2ClNO overall at a distorted geometry, with the ωB97M-V functional and the def2-TZVPD basis.

Atoms and positions in Å:
C1 0.09897 1.45787 0.08289
C2 -0.06706 0.27578 -0.02450
C3 -3.35840 -0.74321 -0.16794
N1 -2.76885 -1.72347 -0.00468
O1 -2.38835 -2.85004 -0.00152
Cl1 -3.63457 0.84957 0.03062
H1 0.10301 2.42593 0.24058
H2 0.02335 -0.81199 0.11781

Summary:
- ⟨S²⟩ = 2.016
- highest occupied orbital energy (spin up / spin down) (hartree) = -0.2182 / -0.3688
- 2S+1 = 3
- LUMO level (spin up / spin down) (eV) = 0.91 / -3.13
- largest force on an atom (Eh/bohr) = 0.1437
- E (hartree) = -705.34436

Computed values of energy above the lowest of the compared OMol25 structures with the same formula, charge and spin (unit: kJ/mol) for the preceding records, in sequence: 243.99, 487.13.